Computed, not measured: an isolated molecule of C3H7NO, with the ωB97M-V functional and the def2-TZVPD basis.

Structure (ORCA input):
```
! wB97M-V def2-TZVPD RIJCOSX def2/J DEFGRID3
* xyz 0 1
C -1.920 0.288 0.264
N -0.700 -0.612 0.702
C 0.496 -0.487 -0.155
O 0.578 -1.167 -1.141
C 1.506 0.550 0.276
H -1.063 -1.555 0.636
H -1.436 1.223 -0.059
H -2.229 -0.228 -0.658
H -0.511 -0.393 1.682
H 1.561 1.347 -0.469
H 2.495 0.076 0.307
H 1.277 0.984 1.250
*
```

For the HOMO energy, the calculation gives -7.121 eV. For the largest force on an atom, the calculation gives 0.6 eV/A. The gap between HOMO and LUMO is 7.61 eV.

Mulliken atomic charge list, values in e, 4 entries: -0.789, -0.230, 0.500, -0.501

***

Computed, not measured: a structure of composition C21H26AsBr2NOSe4SiTeZn, with the ωB97M-V functional and the def2-TZVPD basis.

Structure (ORCA input):
```
! wB97M-V def2-TZVPD RIJCOSX def2/J DEFGRID3
* xyz -2 1
Zn 1.523 0.406 -1.342
Br -2.617 2.877 -2.844
C -0.862 3.495 -2.499
C -0.636 4.883 -2.450
C 0.615 5.381 -2.256
Br 0.857 7.268 -2.189
C 1.728 4.511 -2.111
C 3.075 4.914 -1.958
C 4.057 3.975 -1.861
C 3.718 2.606 -1.893
N 2.477 2.213 -2.017
C 1.479 3.131 -2.136
C 0.149 2.564 -2.310
O -0.005 1.288 -2.318
H -1.478 5.553 -2.559
H 3.309 5.970 -1.923
H 5.095 4.259 -1.751
H 4.454 1.811 -1.823
Se 2.947 -1.509 -1.098
Se 4.728 -0.790 -2.459
Te 3.064 -5.433 -1.125
Se 1.918 -3.409 -2.124
C -1.841 -3.555 -2.302
As -1.119 -1.784 -1.866
C -2.853 -0.847 -1.914
C -0.946 -2.071 0.099
C -2.206 -2.399 0.827
C -3.077 -1.396 1.257
C -4.248 -1.704 1.930
C -4.581 -3.028 2.191
C -3.725 -4.037 1.773
C -2.551 -3.723 1.099
H -2.641 -3.831 -1.614
H -1.036 -4.287 -2.253
H -2.238 -3.530 -3.318
H -3.638 -1.402 -1.399
H -3.123 -0.716 -2.963
H -2.743 0.142 -1.470
H -0.491 -1.159 0.494
H -0.219 -2.881 0.176
H -2.816 -0.361 1.068
H -4.904 -0.905 2.256
H -5.496 -3.270 2.719
H -3.965 -5.074 1.977
H -1.879 -4.513 0.785
C 0.016 -0.680 3.341
Si 1.550 0.246 2.790
C 1.954 1.463 4.168
C 2.959 -0.973 2.658
Se 1.285 1.457 0.936
H 0.092 -0.947 4.401
H -0.123 -1.602 2.775
H -0.876 -0.064 3.209
H 2.020 0.950 5.133
H 1.183 2.234 4.238
H 2.909 1.957 3.972
H 3.210 -1.400 3.636
H 3.847 -0.478 2.259
H 2.711 -1.792 1.980
*
```

For the HOMO energy, the calculation gives -1.084 eV. For the largest force on an atom, the calculation gives 0.7 eV/A. The gap between HOMO and LUMO is 4.63 eV.

Mulliken atomic charge list, values in e, 4 entries: 1.624, -0.213, -0.074, -0.447

***

Computed, not measured: an isolated molecule of C5H9NO, with the ωB97M-V functional and the def2-TZVPD basis.

Structure (ORCA input):
```
! wB97M-V def2-TZVPD RIJCOSX def2/J DEFGRID3
* xyz 0 1
C 1.890 -0.728 -1.049
C 0.660 0.024 -1.503
O 0.547 0.462 -2.627
C -0.426 0.317 -0.510
C -0.050 1.204 0.627
N -0.376 -0.186 0.848
C -1.659 -0.488 1.470
H 2.739 -0.413 -1.659
H 2.099 -0.594 0.015
H 1.723 -1.798 -1.213
H -1.401 0.497 -0.963
H -0.763 1.990 0.872
H 0.998 1.465 0.769
H -1.507 -0.677 2.538
H -2.071 -1.395 1.018
H -2.402 0.321 1.366
*
```

For the HOMO energy, the calculation gives -9.348 eV. For the largest force on an atom, the calculation gives 0.3 eV/A. The gap between HOMO and LUMO is 10.31 eV. Its structure (SMILES) is CC(=O)[C@@H]1CN1C.

Mulliken atomic charge list, values in e, 4 entries: -1.046, 0.218, -0.563, 0.146

***

Computed, not measured: a cluster of 2 separate species, C38H36N3O2 in total at a distorted geometry, with the ωB97M-V functional and the def2-TZVPD basis.

Structure (ORCA input):
```
! wB97M-V def2-TZVPD RIJCOSX def2/J DEFGRID3
* xyz 1 1
C 6.068 1.264 -0.794
C 4.851 1.128 -1.566
C 4.626 0.851 -2.889
C 3.214 0.828 -3.072
C 2.653 1.086 -1.835
C 1.234 1.271 -1.494
N 0.717 2.523 -2.007
C 1.379 3.790 -1.788
C -0.539 2.431 -2.562
O -1.163 3.363 -3.058
C -0.951 0.958 -2.482
C -1.991 0.674 -1.393
C -3.287 1.450 -1.517
C -3.424 2.686 -0.877
C -4.635 3.379 -0.938
C -5.719 2.831 -1.636
C -5.578 1.604 -2.294
C -4.359 0.921 -2.245
N 0.347 0.331 -2.184
C 0.489 -1.015 -1.982
C -0.282 -1.928 -2.646
C -0.383 -3.320 -2.283
C -0.713 -4.311 -3.241
C -0.773 -5.651 -2.869
C -0.543 -6.025 -1.537
C -0.238 -5.052 -0.575
C -0.153 -3.713 -0.942
O 3.647 1.278 -0.903
H 6.922 1.114 -1.463
H 6.164 2.261 -0.345
H 6.131 0.517 0.006
H 5.376 0.682 -3.654
H 2.666 0.656 -3.998
H 1.099 1.203 -0.388
H 0.638 4.583 -1.917
H 1.802 3.819 -0.777
H 2.191 3.933 -2.515
H -1.326 0.639 -3.469
H -2.211 -0.403 -1.444
H -1.523 0.882 -0.415
H -2.575 3.101 -0.328
H -4.727 4.348 -0.443
H -6.671 3.362 -1.666
H -6.417 1.174 -2.847
H -4.234 -0.037 -2.758
H 1.316 -1.305 -1.325
H -0.795 -1.597 -3.553
H -0.883 -4.005 -4.276
H -0.993 -6.412 -3.618
H -0.600 -7.072 -1.248
H -0.063 -5.336 0.463
H 0.079 -2.939 -0.204
C 1.534 -3.042 2.365
C 0.247 -2.378 2.576
N 0.131 -1.174 3.111
C -1.113 -0.555 3.388
C -2.383 -1.057 3.188
C -3.459 -0.232 3.567
C -3.237 1.042 4.126
C -1.938 1.530 4.328
C -0.871 0.713 3.956
C 0.552 0.892 4.034
C 1.169 -0.274 3.511
C 2.545 -0.395 3.453
C 3.314 0.681 3.929
C 2.708 1.839 4.449
C 1.314 1.957 4.504
H 1.286 -4.039 1.980
H 2.162 -2.542 1.612
H 2.123 -3.167 3.285
H -0.679 -2.924 2.415
H -2.513 -2.050 2.760
H -4.479 -0.588 3.429
H -4.093 1.657 4.410
H -1.723 2.508 4.759
H 3.008 -1.293 3.055
H 4.400 0.605 3.892
H 3.336 2.654 4.812
H 0.796 2.834 4.893
*
```

For the HOMO energy, the calculation gives -9.562 eV. For the largest force on an atom, the calculation gives 2.6 eV/A. The gap between HOMO and LUMO is 4.61 eV.

Mulliken atomic charge list, values in e, 4 entries: -1.255, 0.549, -0.885, -0.622

***

Computed, not measured: a structure of composition C19H18F7N4O7S3Tl, with the ωB97M-V functional and the def2-TZVPD basis.

Structure (ORCA input):
```
! wB97M-V def2-TZVPD RIJCOSX def2/J DEFGRID3
* xyz -2 1
Tl -1.754 4.296 -2.137
F -6.527 1.467 1.829
C -5.255 1.818 1.603
F -5.015 2.947 2.275
F -4.470 0.860 2.122
S -4.883 1.977 -0.193
O -3.516 2.420 -0.242
O -5.188 0.677 -0.728
N -5.959 3.079 -0.498
S -6.098 3.813 -1.888
O -7.296 3.441 -2.586
O -4.876 3.952 -2.629
C -6.460 5.503 -1.262
F -6.600 6.333 -2.299
F -5.486 5.964 -0.479
F -7.601 5.531 -0.555
F -1.156 -1.796 1.586
C -0.097 -1.266 0.918
C -0.327 -0.263 0.014
C 0.718 0.235 -0.760
C 0.427 1.314 -1.750
O -0.733 1.660 -1.913
C 1.596 1.845 -2.439
C 2.785 1.244 -2.232
N 3.027 0.185 -1.389
C 4.331 -0.401 -1.332
C 4.502 -1.813 -1.815
C 5.045 -0.665 -2.620
C 1.997 -0.307 -0.602
C 2.217 -1.302 0.355
C 1.181 -1.798 1.132
N 1.482 -2.815 2.074
C 0.677 -2.910 3.269
C 1.456 -3.357 4.518
N 1.616 -4.774 4.683
C 3.351 -4.487 2.101
C 2.007 -4.058 1.522
C 1.596 3.045 -3.415
O 2.559 3.063 -4.206
O 0.678 3.877 -3.281
H -1.324 0.137 -0.138
H 3.639 1.611 -2.787
H 4.940 -0.094 -0.486
H 3.611 -2.300 -2.186
H 5.191 -2.455 -1.283
H 4.529 -0.401 -3.532
H 6.114 -0.505 -2.639
H 3.213 -1.684 0.528
H -0.191 -3.580 3.148
H 0.278 -1.919 3.475
H 0.866 -3.003 5.382
H 2.425 -2.856 4.561
H 0.693 -5.183 4.507
H 3.293 -4.774 3.150
H 3.732 -5.345 1.541
H 4.069 -3.670 2.009
H 1.262 -4.860 1.638
H 2.131 -3.907 0.449
S -2.421 6.257 -4.087
*
```

For the HOMO energy (alpha / beta), the calculation gives -1.298 / -1.644 eV. For the largest force on an atom, the calculation gives 0.4 eV/A. The gap between HOMO and LUMO (alpha / beta) is 4.91 / 3.89 eV.

Mulliken atomic charge list, values in e, 4 entries: 0.655, -0.242, 0.622, -0.242

***

Computed, not measured: a structure of composition C11H19CaN at a distorted geometry, with the ωB97M-V functional and the def2-TZVPD basis.

Structure (ORCA input):
```
! wB97M-V def2-TZVPD RIJCOSX def2/J DEFGRID3
* xyz -2 1
C -0.637 0.335 -2.344
C -1.273 -0.843 -1.879
C -0.268 -1.749 -1.454
C 0.989 -1.138 -1.686
C 0.765 0.155 -2.221
Ca -0.114 0.346 0.405
N 2.824 2.437 0.326
C -2.006 1.241 0.957
C -2.516 -0.001 1.180
H -0.425 -2.771 -1.127
H -2.335 -1.059 -1.949
H 1.959 -1.608 -1.564
H 1.532 0.836 -2.575
H -1.127 1.170 -2.837
H -3.060 -0.547 0.401
H -1.540 1.869 1.756
H 2.455 3.414 0.499
H -2.558 -0.480 2.166
H -2.158 1.832 0.029
C 0.801 -1.461 3.215
C 1.807 -0.362 2.819
C 3.110 -0.477 3.634
C 2.078 -0.443 1.356
H 1.177 -2.454 2.924
H -0.196 -1.346 2.748
H 0.638 -1.477 4.302
H 1.366 0.638 3.030
H 3.599 -1.442 3.433
H 3.808 0.319 3.345
H 2.937 -0.403 4.716
H 2.769 0.316 0.981
H 2.290 -1.442 0.979
*
```

For the HOMO energy (alpha / beta), the calculation gives 2.449 / 2.913 eV. For the largest force on an atom, the calculation gives 4.0 eV/A. The gap between HOMO and LUMO (alpha / beta) is 3.09 / 2.81 eV.

Mulliken atomic charge list, values in e, 4 entries: -0.639, -0.459, -0.821, -0.309

***

Computed, not measured: a structure of composition C25H43Cl2I3N3O11P2 at a distorted geometry, with the ωB97M-V functional and the def2-TZVPD basis.

Structure (ORCA input):
```
! wB97M-V def2-TZVPD RIJCOSX def2/J DEFGRID3
* xyz 1 1
C -3.879 5.860 -0.521
C -3.926 4.663 -1.062
C -4.161 3.182 -1.695
C -2.778 2.591 -2.387
O -2.475 3.810 -3.157
C -1.916 2.249 -1.065
C -0.583 2.995 -0.627
C -0.675 4.575 -0.333
O -1.170 4.907 0.816
N -0.130 5.525 -1.329
C -0.748 6.889 -1.247
C 1.351 5.763 -1.021
C -1.823 0.592 -1.115
C -0.637 -0.147 -0.323
I 1.366 -0.007 -1.149
C -0.889 -1.708 0.064
C -0.769 -1.856 1.699
I 0.693 -3.073 -0.702
C -2.403 -0.020 -2.539
I -1.189 -1.420 -3.692
N -3.405 -0.993 -1.986
C -3.453 -2.139 -2.714
O -4.199 -2.920 -3.394
N -2.905 1.289 -3.210
C -4.325 0.970 -3.487
C -1.862 1.519 -4.250
Cl -0.080 1.951 -3.878
C -2.045 1.492 -5.696
C -0.817 1.749 -6.751
Cl -3.625 1.174 -6.513
H -4.024 6.874 0.007
H -4.989 3.386 -2.496
H -4.632 2.447 -0.946
H -1.561 4.126 -2.943
H -2.617 2.441 -0.151
H -0.272 2.526 0.400
H 0.348 2.845 -1.293
H -1.689 6.874 -1.926
H -0.015 7.656 -1.719
H -1.000 7.253 -0.187
H 1.399 6.637 -0.247
H 1.862 4.850 -0.547
H 1.847 6.070 -2.017
H -2.724 0.359 -0.398
H -0.573 0.406 0.706
H -1.921 -2.128 -0.196
H 0.235 -1.401 2.024
H -0.852 -2.948 2.046
H -1.645 -1.261 2.185
H -5.048 0.840 -2.618
H -4.471 0.029 -4.164
H -4.762 1.860 -4.109
H 0.086 1.055 -6.493
H -1.127 1.436 -7.832
H -0.533 2.860 -6.809
C 5.252 1.011 5.271
O 4.407 0.094 4.578
P 4.192 0.421 2.899
O 2.684 0.231 3.017
O 4.891 -1.014 2.518
C 6.282 -1.145 2.763
O 4.059 0.800 1.223
C 3.867 2.185 0.973
H 4.767 1.301 6.203
H 6.201 0.517 5.499
H 5.447 1.907 4.675
H 6.432 -1.643 3.724
H 6.777 -0.169 2.780
H 6.726 -1.755 1.976
H 4.725 2.751 1.345
H 2.954 2.538 1.460
H 3.781 2.340 -0.105
C 1.836 -5.396 3.155
O 2.113 -6.724 2.726
P 0.957 -7.914 3.207
O 2.069 -8.851 3.662
O 0.598 -8.214 1.635
C -0.101 -7.205 0.922
O -0.253 -9.038 3.699
C -0.667 -8.876 5.050
H 2.746 -4.963 3.571
H 1.520 -4.804 2.292
H 1.050 -5.376 3.915
H 0.615 -6.602 0.358
H -0.666 -6.557 1.599
H -0.791 -7.679 0.224
H -1.104 -7.883 5.186
H 0.182 -9.001 5.727
H -1.422 -9.630 5.278
*
```

For the HOMO energy, the calculation gives -10.475 eV. For the largest force on an atom, the calculation gives 10.0 eV/A. The gap between HOMO and LUMO is 5.96 eV.

Mulliken atomic charge list, values in e, 4 entries: -0.618, -0.164, -0.738, -0.403

***

Computed, not measured: an isolated molecule of C4H9NO, with the ωB97M-V functional and the def2-TZVPD basis.

Structure (ORCA input):
```
! wB97M-V def2-TZVPD RIJCOSX def2/J DEFGRID3
* xyz 0 1
C 2.179 0.303 0.148
C 0.847 1.033 0.097
N 0.013 0.665 1.244
C -0.778 -0.299 1.059
O -0.811 -1.027 -0.098
C -1.999 -0.865 -0.860
H 2.023 -0.780 0.106
H 2.826 0.610 -0.681
H 2.679 0.535 1.089
H 0.353 0.803 -0.854
H 1.019 2.112 0.137
H -1.477 -0.633 1.834
H -2.766 -1.592 -0.559
H -1.724 -1.022 -1.907
H -2.385 0.158 -0.758
*
```

For the HOMO energy, the calculation gives -9.943 eV. For the largest force on an atom, the calculation gives 0.5 eV/A. The gap between HOMO and LUMO is 10.89 eV. Its structure (SMILES) is CC/N=C\OC.

Mulliken atomic charge list, values in e, 4 entries: -1.073, -0.118, -0.504, 0.032